66
Properties=species:S:1:pos:R:3:forces:R:3 method="wB97M-V/def2-TZVPD" homo_energy_ev=-8.764 total_charge=0 e_above_lowest_kcal_mol=1.4 lumo_energy_ev=0.1185 fmax_ev_per_a=0.81
C 4.2601 1.7681 -0.0404 0.035 0.038 -0.147
C 3.1105 2.7081 0.0090 -0.376 0.104 0.007
N 3.2954 4.0119 -0.1094 0.775 0.172 -0.085
N 2.1017 4.5850 0.0006 -0.341 -0.487 0.115
C 1.9612 6.0086 -0.0914 -0.066 0.431 -0.049
C 1.1316 3.6714 0.1954 0.208 -0.300 0.040
C 1.7364 2.4290 0.1956 -0.088 0.252 -0.058
C 1.0972 1.1069 0.4749 0.241 -0.031 0.288
C 1.7554 -0.0773 -0.2610 -0.189 0.190 0.490
O 2.1852 -0.0123 -1.3955 0.150 0.094 -0.378
N 1.7496 -1.1992 0.4766 0.022 -0.411 0.221
C 2.3429 -2.4451 0.0278 0.154 0.028 0.095
C 3.8116 -2.5212 0.4596 -0.042 -0.082 -0.408
C 4.4350 -3.8327 -0.0065 0.031 -0.002 0.323
C 3.6573 -5.0219 0.5487 0.010 -0.032 -0.333
C 2.1945 -4.9449 0.1229 0.035 0.001 0.334
C 1.5683 -3.6337 0.5895 0.002 0.006 -0.358
N -0.3395 1.0981 0.1959 0.226 0.199 0.136
C -0.8014 1.5756 -1.0907 -0.240 0.065 -0.766
C -0.9460 0.4584 -2.1437 0.063 0.132 0.166
C -1.9490 -0.5755 -1.7329 0.081 -0.084 -0.220
C -3.3052 -0.3863 -1.9754 -0.005 -0.098 -0.019
C -4.2320 -1.3258 -1.5641 -0.071 0.037 -0.061
C -3.8160 -2.4674 -0.8988 -0.005 -0.132 -0.012
C -2.4676 -2.6697 -0.6607 -0.035 -0.120 0.005
C -1.5415 -1.7299 -1.0770 -0.002 -0.001 -0.153
C -1.1017 0.4104 1.0706 0.202 -0.050 0.346
O -0.6069 -0.2431 1.9872 -0.197 -0.114 0.094
C -2.5920 0.4986 0.9964 -0.695 -0.009 0.304
C -3.3422 -0.5325 1.5707 0.360 0.088 -0.042
N -4.6603 -0.4927 1.6232 -0.260 -0.146 0.129
C -5.2517 0.5798 1.1191 0.085 0.153 -0.032
C -4.5139 1.6267 0.5842 -0.157 -0.018 0.050
N -3.1935 1.5877 0.5261 0.233 -0.012 0.190
H 4.2057 1.1570 -0.9395 0.063 -0.057 0.019
H 5.1842 2.3388 -0.0501 0.083 -0.004 0.072
H 4.2488 1.1059 0.8248 0.095 -0.088 0.048
H 1.3508 6.2832 -0.9545 0.056 0.006 0.036
H 2.9575 6.4297 -0.2065 -0.074 -0.028 0.015
H 1.4987 6.4093 0.8126 0.047 -0.003 -0.040
H 0.1068 3.9551 0.3289 -0.241 0.067 0.000
H 1.1852 0.9137 1.5539 -0.041 -0.010 -0.339
H 1.2874 -1.1914 1.3766 -0.061 0.179 -0.080
H 2.2991 -2.4445 -1.0683 -0.020 -0.048 0.116
H 4.3530 -1.6739 0.0354 -0.014 0.077 0.055
H 3.8672 -2.4512 1.5488 -0.020 0.050 0.075
H 5.4758 -3.8816 0.3192 0.039 0.001 -0.093
H 4.4234 -3.8688 -1.0979 0.061 -0.012 -0.082
H 4.0988 -5.9545 0.1922 0.021 -0.042 0.080
H 3.7181 -5.0184 1.6395 0.025 -0.044 0.077
H 1.6387 -5.7865 0.5411 -0.037 -0.022 -0.082
H 2.1299 -5.0086 -0.9657 -0.040 -0.048 -0.063
H 0.5250 -3.5853 0.2725 -0.062 0.061 0.054
H 1.5893 -3.5861 1.6814 -0.045 0.011 0.103
H -1.7587 2.0795 -0.9522 0.301 0.024 -0.119
H -0.0643 2.2893 -1.4590 -0.135 -0.047 0.057
H 0.0283 -0.0018 -2.3083 -0.041 0.039 -0.081
H -1.2612 0.9347 -3.0741 0.032 -0.001 -0.044
H -3.6331 0.5058 -2.4911 -0.031 0.103 -0.054
H -5.2831 -1.1675 -1.7583 -0.088 0.010 -0.013
H -4.5413 -3.1962 -0.5705 -0.067 -0.066 0.042
H -2.1388 -3.5628 -0.1492 0.038 -0.085 0.055
H -0.4882 -1.8897 -0.9014 0.156 -0.012 0.039
H -2.8547 -1.3941 2.0021 0.107 0.001 -0.016
H -6.3317 0.5999 1.1624 -0.094 0.113 -0.048
H -4.9797 2.5242 0.2000 -0.158 0.013 -0.002



73
Properties=species:S:1:pos:R:3:forces:R:3 method="wB97M-V/def2-TZVPD" homo_energy_ev=-9.674 total_charge=+1 e_above_lowest_kcal_mol=0.0 lumo_energy_ev=-2.9927 fmax_ev_per_a=0.81
Ru -0.1837 0.3970 -0.2072 -0.292 0.180 0.094
O 0.0599 0.4137 1.8598 -0.077 0.169 -0.153
N 1.3077 0.6272 2.2785 0.179 -0.167 -0.118
C 1.4583 1.1747 3.5013 0.011 -0.004 0.012
C 2.7052 1.3542 4.0387 -0.051 0.013 0.026
C 3.8181 0.9561 3.2978 0.042 -0.005 -0.049
C 3.6410 0.4044 2.0502 0.047 0.015 0.044
C 2.3601 0.2351 1.5138 -0.209 -0.021 0.001
S 2.0421 -0.4424 -0.0456 -0.130 0.032 0.101
H 0.5259 1.4358 3.9798 0.006 0.007 0.008
H 2.8040 1.8004 5.0170 -0.014 -0.004 -0.007
H 4.8151 1.0900 3.6955 -0.009 -0.011 -0.004
H 4.4817 0.0895 1.4480 -0.006 0.004 -0.004
C 1.9098 0.7399 -3.3314 -0.031 0.005 0.137
C 0.4564 0.6520 -3.7880 0.012 -0.006 0.027
S -0.8370 0.5395 -2.4985 0.035 0.094 0.277
C -1.5070 2.2283 -2.4676 -0.001 -0.089 0.271
C -0.5175 3.2531 -1.9463 0.104 -0.055 -0.028
S 0.2513 2.7528 -0.3547 -0.147 -0.491 -0.162
C 1.9320 3.3971 -0.6009 -0.049 -0.004 -0.088
C 2.9339 2.6001 -1.4230 0.014 -0.073 -0.011
S 2.6222 2.4075 -3.2030 -0.073 0.037 0.040
H 2.5265 0.1952 -4.0453 0.020 0.042 -0.043
H 2.0327 0.2559 -2.3624 0.006 0.021 -0.154
H 0.3279 -0.2568 -4.3772 -0.017 -0.027 0.019
H 0.1723 1.4832 -4.4356 0.044 0.007 0.006
H -2.3660 2.1355 -1.8024 0.003 0.006 -0.068
H -1.8610 2.4991 -3.4620 0.058 -0.024 -0.055
H -1.0055 4.2149 -1.7883 -0.045 -0.016 0.016
H 0.2948 3.3846 -2.6562 0.027 0.053 -0.037
H 2.3285 3.5222 0.4088 -0.008 -0.027 0.026
H 1.7884 4.4000 -1.0090 0.051 0.001 0.011
H 3.0803 1.6055 -1.0008 -0.011 0.119 -0.034
H 3.8881 3.1255 -1.3553 0.023 0.010 -0.035
N -0.9187 -4.4546 1.9044 -0.037 -0.031 0.098
N -0.7733 -3.4932 0.9199 0.044 -0.026 -0.078
N -0.6140 -3.8111 -0.3429 -0.033 -0.124 0.016
C -0.6245 -2.6163 -0.9092 -0.340 0.104 0.098
N -0.8077 -1.6468 -0.0032 0.751 0.288 -0.064
N -0.8832 -2.2309 1.1779 -0.185 -0.050 -0.132
H -0.3730 -5.2597 1.6181 -0.002 -0.029 -0.053
H -0.5358 -4.0710 2.7618 0.011 0.037 0.012
H -0.5426 -2.4522 -1.9688 0.086 0.027 0.031
C -3.7274 -3.7400 -2.7143 -0.007 -0.012 0.002
O -3.7302 -2.8437 -1.6088 0.048 -0.068 -0.019
C -4.1823 -1.5790 -1.8239 0.011 0.053 0.033
C -4.5407 -1.0573 -3.0562 0.010 -0.033 -0.034
C -5.0303 0.2401 -3.1329 -0.010 0.021 -0.015
C -5.1781 1.0114 -1.9919 0.024 0.006 -0.002
C -4.8100 0.4953 -0.7590 0.040 -0.112 0.023
C -4.2960 -0.7882 -0.6756 -0.066 0.104 -0.048
N -3.9957 -1.4348 0.5482 -0.017 0.026 0.040
C -3.6601 -0.9813 1.7369 0.010 -0.100 0.014
C -3.2438 0.2794 2.1862 0.042 0.174 0.062
C -3.4168 0.5345 3.5776 -0.028 -0.007 0.030
C -3.1348 1.7532 4.1146 -0.022 -0.045 0.029
C -2.6377 2.7706 3.2695 0.023 0.017 -0.089
C -2.3796 2.5407 1.9468 0.049 0.020 0.141
C -2.6055 1.2645 1.3637 -0.132 0.010 -0.016
O -2.2628 0.9958 0.1598 0.208 -0.039 -0.171
H -4.7293 -3.8452 -3.1338 -0.002 0.004 0.006
H -3.3907 -4.6956 -2.3253 0.012 -0.009 0.007
H -3.0401 -3.4008 -3.4915 0.015 0.016 -0.002
H -4.4527 -1.6523 -3.9534 0.003 0.000 0.009
H -5.3166 0.6389 -4.0973 0.006 -0.004 0.009
H -5.5873 2.0103 -2.0554 0.005 -0.004 0.006
H -4.9462 1.0762 0.1406 0.017 0.037 0.040
H -4.1518 -2.4337 0.4982 0.014 -0.008 -0.024
H -3.7500 -1.7428 2.5065 -0.047 -0.004 -0.014
H -3.8278 -0.2522 4.2009 0.004 0.005 -0.003
H -3.3059 1.9496 5.1636 0.003 -0.010 -0.008
H -2.4400 3.7524 3.6846 -0.002 -0.019 -0.006
H -1.9509 3.3108 1.3206 -0.021 -0.004 0.004



65
Properties=species:S:1:pos:R:3:forces:R:3 method="wB97M-V/def2-TZVPD" homo_energy_ev=-6.906 total_charge=0 e_above_lowest_kcal_mol=12.8 lumo_energy_ev=0.5874 fmax_ev_per_a=3.06
O 0.3083 0.2911 -2.8433 -0.188 0.725 0.557
C 1.5301 0.6728 -3.5537 1.332 -0.043 -0.250
C 0.8420 1.7197 -4.4363 -0.123 -0.656 -0.348
H 1.9348 -0.2125 -4.0919 -0.246 0.536 0.382
H 2.2861 1.1261 -2.8712 -0.866 -0.740 -0.625
C -0.4069 1.5446 -3.5712 -0.266 -0.326 1.778
H 0.6680 1.3092 -5.4267 -0.080 0.039 -0.240
H 1.3046 2.7180 -4.5718 -0.395 -0.567 0.623
C -1.7088 1.0185 -4.1014 -0.374 0.298 -0.271
H -1.6630 0.2949 -4.9134 0.079 0.730 0.038
H -2.3283 1.8969 -4.3305 0.061 -0.330 -0.370
H -2.2394 0.4907 -3.3188 0.043 0.042 0.470
C -0.6891 2.6488 -2.5617 0.132 0.505 -0.229
H 0.0790 2.8469 -1.8081 0.281 -0.312 -0.797
H -1.5430 2.3912 -1.9262 -0.338 0.173 -0.502
H -0.8176 3.6045 -3.1392 -0.282 -0.831 0.520
Al 0.2084 -0.5654 -0.9411 1.201 1.825 -0.046
C 1.1871 1.2564 0.2417 0.466 1.596 0.442
C 2.4314 0.8300 -0.3751 0.451 0.442 -0.401
C 2.9698 1.9215 -1.1317 -0.866 -0.432 1.069
H 2.9394 -0.1057 -0.1010 -0.244 0.515 -0.508
C 2.1589 3.0728 -0.9226 -0.856 -0.755 1.103
C 1.1159 2.7115 -0.0116 0.437 -0.734 -0.737
H 0.3642 3.4057 0.3989 0.345 -0.541 -0.347
H 0.7402 0.8247 1.1667 0.722 0.356 -0.897
H 3.8294 1.9053 -1.7903 0.094 -0.159 0.216
H 2.2671 4.0482 -1.4340 0.035 -0.664 0.571
C -1.3522 -0.4591 0.4708 -1.818 0.303 0.015
C -2.2776 0.6441 0.4432 0.778 -1.230 -0.338
C -3.2293 0.4342 -0.5673 -0.041 -0.703 -0.296
H -2.2591 1.4959 1.1043 0.160 0.040 0.049
C -2.9538 -0.8012 -1.2017 0.666 0.014 0.520
C -1.7447 -1.3797 -0.6341 -1.515 0.435 0.108
H -1.4929 -2.4541 -0.7168 -0.085 0.792 0.222
H -0.7811 -0.7395 1.3651 -0.026 0.113 -0.652
H -4.0704 1.1084 -0.8094 0.628 -0.509 0.165
H -3.6236 -1.3068 -1.9114 0.666 0.394 0.076
O -0.1344 -2.1291 -4.3116 -0.371 -0.099 -3.033
C -0.5704 -1.7953 -5.7527 0.316 -0.406 1.547
C 0.6455 -2.0987 -6.6422 0.205 0.228 0.878
H -0.8812 -0.7526 -5.7565 0.282 -0.431 -0.101
H -1.4557 -2.4275 -6.0281 0.782 0.335 0.351
C 1.3177 -3.2858 -5.8834 -0.069 0.456 -0.176
H 1.3840 -1.2667 -6.7014 -0.795 -0.282 0.142
H 0.2999 -2.3008 -7.6590 0.228 -0.263 0.116
C 0.5912 -3.3460 -4.5021 0.187 -0.452 -0.504
H 2.3900 -3.0889 -5.7491 -0.303 -0.140 -0.119
H 1.1964 -4.2014 -6.4672 0.092 -0.058 0.326
H 1.3106 -3.4619 -3.6830 -0.280 0.049 -0.065
H -0.0815 -4.2280 -4.5285 0.071 0.460 0.288
O 1.2564 -0.8109 2.7452 -0.496 -0.106 0.890
C 0.9563 -2.1284 3.0018 0.088 -0.644 0.092
C 0.5103 -2.6460 4.2190 0.390 0.223 -0.601
C 0.3651 -4.0265 4.3286 -0.141 -0.068 -0.131
C 0.6156 -4.8850 3.2565 0.229 -0.224 -0.147
C 1.0708 -4.3807 2.0412 -0.197 1.131 -0.078
C 1.2058 -2.9926 1.9372 0.545 0.303 -0.237
C 1.8670 -2.2722 0.7817 0.980 -0.211 -0.365
O 3.0574 -2.0098 0.8323 -1.405 -0.428 -0.401
O 1.0400 -1.9822 -0.2241 0.102 0.430 -0.378
H 1.1851 -0.2937 3.5623 0.032 -0.126 -0.271
H 0.3671 -1.9588 5.0446 -0.150 -0.212 0.162
H 0.0507 -4.4526 5.2716 -0.032 0.028 0.033
H 0.5132 -5.9613 3.3711 -0.065 0.210 0.121
H 1.3333 -4.9726 1.1571 -0.194 -0.042 0.590